Density functional theory data (the ωB97M-V functional and the def2-TZVPD basis) for a 2-piece molecular cluster, C5H11NO overall.

Computed properties:
Energy above the lowest of the compared OMol25 structures with the same formula, charge and spin in kcal/mol: 38.6
LUMO level in eV: 1.051
E_HOMO in Ha: -0.277
Total charge: 0
DFT total energy in eV: -8900.0225
Frontier orbital gap in eV: 8.589
Structure (SMILES): C/C=C/C=C/N.O

Geometry as XYZ:
```
18
C5H11NO the ωB97M-V functional and the def2-TZVPD basis
C 3.00 0.38 0.23
C 1.64 0.33 -0.38
C 0.51 0.45 0.30
C -0.83 0.50 -0.27
C -1.92 0.62 0.49
N -3.21 0.47 -0.01
H 3.57 1.18 -0.26
H 3.58 -0.53 0.08
H 2.96 0.59 1.30
H 1.58 0.28 -1.46
H 0.58 0.78 1.33
H -0.92 0.27 -1.33
H -1.89 0.85 1.54
H -3.95 1.03 0.38
H -3.27 0.36 -1.01
O -0.33 -2.53 -0.66
H -0.13 -1.88 0.03
H -0.96 -3.16 -0.29
```

Density functional theory data (the ωB97M-V functional and the def2-TZVPD basis) for C3H5LaO4 as an isolated structure.

Computed properties:
Energy above the lowest of the compared OMol25 structures with the same formula, charge and spin in kcal/mol: 22.3
LUMO level (alpha / beta) in eV: -5.385 / -5.398
Multiplicity: 2
E_HOMO (alpha / beta) in Ha: -0.408 / -0.471
Total charge: +1
DFT total energy in eV: -12232.9931
Frontier orbital gap (alpha / beta) in eV: 5.727 / 7.423

Geometry as XYZ:
```
13
C3H5LaO4 the ωB97M-V functional and the def2-TZVPD basis
O 0.07 1.10 -0.08
C 0.88 -0.05 0.32
C -1.30 0.78 0.11
O 1.79 0.16 1.23
O -0.03 -1.06 0.62
C -1.29 -0.74 0.06
H -1.89 1.24 -0.69
H -1.64 1.15 1.09
H -1.36 -1.11 -0.97
H -2.07 -1.20 0.68
La 4.14 -0.04 0.17
O 1.60 -0.35 -0.91
H 1.10 0.09 -1.65
```

Density functional theory data (the ωB97M-V functional and the def2-TZVPD basis) for a 5-piece molecular cluster, C36H70BBrN2O4 overall.

Computed properties:
LUMO level in eV: -1.320
E_HOMO in Ha: -0.329
Total charge: 0
DFT total energy in eV: -120355.7063
Frontier orbital gap in eV: 7.638
Structure (SMILES): CC[C@H](Br)c1cc(B(O)OC)c(N)c2c1C(=O)NC2=O.CCCCCC.CCCCCC.CCCCCC.CCCCCC

Geometry as XYZ:
```
114
C36H70BBrN2O4 the ωB97M-V functional and the def2-TZVPD basis
C 8.05 0.32 -0.24
C 7.28 -1.12 -0.18
C 6.07 -0.91 0.89
Br 5.75 -2.48 2.06
C 4.78 -0.36 0.13
C 4.48 1.16 0.21
C 3.25 1.82 -0.49
B 3.12 3.43 -0.35
O 2.77 4.01 0.91
O 3.42 4.21 -1.53
C 4.82 4.08 -1.90
C 2.25 0.92 -1.27
N 1.08 1.47 -1.95
C 2.56 -0.59 -1.34
C 3.80 -1.23 -0.68
C 3.87 -2.79 -0.97
O 4.76 -3.64 -0.80
N 2.53 -3.03 -1.61
C 1.80 -1.80 -2.02
O 0.80 -1.74 -2.78
H 8.99 0.30 -0.88
H 7.26 1.07 -0.60
H 8.33 0.65 0.83
H 8.03 -1.91 0.15
H 6.92 -1.39 -1.22
H 6.42 -0.06 1.58
H 5.22 1.80 0.78
H 2.47 3.28 1.51
H 5.02 3.17 -2.59
H 5.07 5.01 -2.54
H 5.54 4.07 -1.02
H 0.78 0.78 -2.64
H 1.44 2.29 -2.48
H 2.87 -3.33 -2.55
C 4.54 -3.80 9.54
C 3.84 -4.41 8.33
C 4.73 -4.49 7.09
C 5.21 -3.14 6.55
C 4.09 -2.15 6.18
C 3.19 -2.66 5.06
H 4.83 -2.76 9.35
H 3.87 -3.80 10.40
H 5.43 -4.37 9.80
H 2.92 -3.85 8.11
H 3.52 -5.43 8.59
H 4.19 -5.03 6.30
H 5.61 -5.10 7.32
H 5.83 -3.32 5.66
H 5.87 -2.66 7.28
H 4.56 -1.22 5.85
H 3.49 -1.91 7.06
H 3.77 -2.87 4.16
H 2.44 -1.90 4.82
H 2.66 -3.57 5.35
C -5.47 2.05 -0.26
C -4.90 3.32 -0.87
C -3.79 3.06 -1.89
C -2.54 2.37 -1.34
C -1.85 3.09 -0.18
C -1.32 4.47 -0.57
H -4.71 1.49 0.29
H -6.28 2.29 0.43
H -5.88 1.40 -1.04
H -4.54 3.98 -0.07
H -5.71 3.86 -1.37
H -3.50 4.01 -2.35
H -4.19 2.45 -2.70
H -1.82 2.24 -2.16
H -2.80 1.36 -1.01
H -1.01 2.48 0.16
H -2.53 3.19 0.67
H -0.61 4.39 -1.39
H -0.81 4.93 0.28
H -2.13 5.14 -0.87
C -8.91 3.74 -0.81
C -9.69 4.91 -1.41
C -8.82 6.14 -1.69
C -8.17 6.77 -0.45
C -9.15 7.21 0.64
C -10.11 8.30 0.19
H -8.49 4.00 0.16
H -9.57 2.88 -0.66
H -8.10 3.44 -1.47
H -10.53 5.17 -0.75
H -10.14 4.58 -2.35
H -9.43 6.89 -2.20
H -8.03 5.86 -2.39
H -7.59 7.63 -0.78
H -7.45 6.07 -0.02
H -8.56 7.60 1.49
H -9.71 6.36 1.03
H -9.57 9.18 -0.16
H -10.76 8.60 1.01
H -10.75 7.95 -0.63
C 0.93 -9.11 -4.74
C 0.16 -7.94 -5.34
C 1.04 -6.72 -5.61
C 1.70 -6.10 -4.38
C 0.73 -5.65 -3.28
C -0.23 -4.55 -3.73
H 1.36 -8.86 -3.77
H 0.26 -9.97 -4.60
H 1.74 -9.43 -5.41
H -0.67 -7.67 -4.68
H -0.29 -8.26 -6.28
H 0.44 -5.96 -6.13
H 1.83 -7.00 -6.32
H 2.29 -5.23 -4.70
H 2.41 -6.81 -3.94
H 1.31 -5.27 -2.43
H 0.16 -6.50 -2.90
H 0.32 -3.67 -4.07
H -0.87 -4.25 -2.91
H -0.87 -4.89 -4.55
```

Density functional theory data (the ωB97M-V functional and the def2-TZVPD basis) for the molecule C5H11NO2.

Computed properties:
Energy above the lowest of the compared OMol25 structures with the same formula, charge and spin in kcal/mol: 41.4
LUMO level in eV: 0.713
E_HOMO in Ha: -0.325
Total charge: 0
DFT total energy in eV: -10947.4715
Frontier orbital gap in eV: 9.564
Structure (SMILES): CNCCCC(=O)O

Geometry as XYZ:
```
19
C5H11NO2 the ωB97M-V functional and the def2-TZVPD basis
C 1.40 1.55 0.28
N 2.02 0.24 0.35
C 1.08 -0.79 0.86
C -0.01 -1.22 -0.24
C -1.47 -0.91 0.18
C -2.12 0.18 -0.67
O -3.15 0.79 -0.44
O -1.38 0.72 -1.66
H 2.18 2.24 -0.05
H 0.49 1.63 -0.28
H 1.27 1.83 1.34
H 2.35 -0.14 -0.53
H 0.51 -0.47 1.73
H 1.57 -1.70 1.19
H 0.12 -2.32 -0.18
H 0.14 -0.80 -1.22
H -2.02 -1.82 -0.11
H -1.59 -0.65 1.23
H -1.39 1.67 -1.78
```

> What is the total charge in the third record?

0

Copy entry 4 word for word.
Density functional theory data (the ωB97M-V functional and the def2-TZVPD basis) for the molecule C5H11NO2.

Computed properties:
Energy above the lowest of the compared OMol25 structures with the same formula, charge and spin in kcal/mol: 41.4
LUMO level in eV: 0.713
E_HOMO in Ha: -0.325
Total charge: 0
DFT total energy in eV: -10947.4715
Frontier orbital gap in eV: 9.564
Structure (SMILES): CNCCCC(=O)O

Geometry as XYZ:
```
19
C5H11NO2 the ωB97M-V functional and the def2-TZVPD basis
C 1.40 1.55 0.28
N 2.02 0.24 0.35
C 1.08 -0.79 0.86
C -0.01 -1.22 -0.24
C -1.47 -0.91 0.18
C -2.12 0.18 -0.67
O -3.15 0.79 -0.44
O -1.38 0.72 -1.66
H 2.18 2.24 -0.05
H 0.49 1.63 -0.28
H 1.27 1.83 1.34
H 2.35 -0.14 -0.53
H 0.51 -0.47 1.73
H 1.57 -1.70 1.19
H 0.12 -2.32 -0.18
H 0.14 -0.80 -1.22
H -2.02 -1.82 -0.11
H -1.59 -0.65 1.23
H -1.39 1.67 -1.78
```

> Among the records above, which one has the highest DFT total energy?

C5H11NO